Entry a
Molecular formula: C3HNO3
Method: DFT, ωB97M-V with the def2-TZVPD basis set

The geometry in XYZ format:
```
8
Properties=species:S:1:pos:R:3
N 1.854 -1.612 -0.493
C 1.492 -0.541 -0.322
C 0.933 0.780 -0.046
O 1.526 1.780 0.165
O -0.463 0.719 -0.002
C -1.475 -0.196 0.199
O -1.541 -1.203 0.832
H -2.326 0.274 -0.332
```

Results
HOMO-LUMO gap (eV): 11.1
M (g/mol): 99.0
SMILES string: N#CC(=O)OC=O

These are the Löwdin partial charges, in e, on atoms 1 to 4: 0.22 -0.08 -0.42 0.21

Entry b
Molecular formula: C3HNO3
Method: DFT, ωB97M-V with the def2-TZVPD basis set

The geometry in XYZ format:
```
8
Properties=species:S:1:pos:R:3
C 1.132 2.150 -0.919
C -0.344 0.275 -1.575
C 2.651 -1.926 -2.014
N 0.100 1.363 -1.226
O -1.201 -0.479 -1.823
O 1.787 -2.441 -2.551
O 3.496 -1.335 -1.551
H 0.612 3.095 -0.695
```

Results
HOMO-LUMO gap (eV): 8.1
M (g/mol): 99.0

These are the Löwdin partial charges, in e, on atoms 1 to 4: 0.08 -0.27 -0.46 0.01

Last place for stability: entry b